ORCA calculation (ωB97M-V/def2-TZVPD) on the molecule C4H6N2O.

```
13
Properties=species:S:1:pos:R:3
N -1.6124 0.2317 0.6323
C -0.8734 -0.1098 -0.6733
C -0.0359 1.0813 -0.9203
C 1.3165 0.9472 -0.6639
C 1.3046 -0.3954 -0.1775
O 2.3653 -1.0594 0.2809
N 0.1180 -1.0206 -0.1623
H -2.1844 -0.5405 0.9740
H -2.2051 1.0519 0.5172
H -0.5114 2.0018 -1.2769
H -0.8965 0.4497 1.3444
H 3.0772 -0.4009 0.2084
H -0.0154 -2.0138 -0.0418
```

Strongest force on any atom = 0.0096 hartree/bohr
Lowest unoccupied orbital energy = -0.01 eV
HOMO-LUMO gap = 7.11 eV
HOMO = -0.2617 Eh
Spin multiplicity = 1
Total charge = 0



ORCA calculation (ωB97M-V/def2-TZVPD) on a cluster of 2 separate species, C4H6N2O in total.

```
13
Properties=species:S:1:pos:R:3
N 1.4201 1.1942 -0.4816
C 0.6900 0.1849 -0.2292
C -0.2326 0.1752 0.9965
O -0.3727 1.0067 1.8576
N -0.9314 -1.0197 0.8859
C -0.5027 -1.7393 -0.2252
C 0.4431 -1.0842 -0.9215
H -0.1051 2.8027 -0.1381
H 1.9061 1.0717 -1.3721
H -0.6890 2.8583 0.3206
H -1.6356 -1.3061 1.5458
H -0.9329 -2.7137 -0.4232
H 0.9427 -1.4308 -1.8154
```

Strongest force on any atom = 0.0113 hartree/bohr
Lowest unoccupied orbital energy = -0.31 eV
HOMO-LUMO gap = 8.81 eV
HOMO = -0.3353 Eh
SMILES = [H]/N=C1\C=CNC1=O.[H][H]
Spin multiplicity = 1
Total charge = 0



ORCA calculation (ωB97M-V/def2-TZVPD) on the molecule C4H6N2O.

```
13
Properties=species:S:1:pos:R:3
C -2.1440 0.2622 -0.1838
C -0.7275 -0.2266 -0.1921
N -0.0769 -0.7289 -1.2025
C 1.2610 -0.6776 -0.8659
C 1.4052 -0.0993 0.3616
O 2.4515 0.3150 1.1177
N 0.1377 0.1601 0.8105
H -2.5870 0.1288 -1.1720
H -2.1085 1.3343 0.0203
H -2.8062 -0.2051 0.5520
H 2.0209 -1.0097 -1.5583
H 3.2704 0.1961 0.6183
H -0.0926 0.5604 1.7076
```

Strongest force on any atom = 0.0096 hartree/bohr
Lowest unoccupied orbital energy = 0.69 eV
HOMO-LUMO gap = 8.71 eV
HOMO = -0.2946 Eh
SMILES = Cc1ncc(O)[nH]1
Spin multiplicity = 1
Total charge = 0



ORCA calculation (ωB97M-V/def2-TZVPD) on a structure of composition C4H6N2O.

```
13
Properties=species:S:1:pos:R:3
C -0.8172 1.3989 -1.4227
C -0.0593 0.5158 -0.4763
N 0.6424 0.9666 0.5765
C 0.7871 -0.0949 1.3803
C 0.1864 -1.2191 0.8129
O 0.1719 -2.5091 1.2175
N -0.4045 -0.8835 -0.3458
H -0.2340 2.2996 -1.6283
H -1.7699 1.6968 -0.9726
H -1.0335 0.8834 -2.3620
H 1.3427 -0.0343 2.3110
H 0.6839 -2.5820 2.0324
H 0.5039 -0.4381 -1.1228
```

Strongest force on any atom = 0.0075 hartree/bohr
Lowest unoccupied orbital energy = 0.60 eV
HOMO-LUMO gap = 9.42 eV
HOMO = -0.3242 Eh
Spin multiplicity = 1
Total charge = 0



ORCA calculation (ωB97M-V/def2-TZVPD) on the molecule C4H6N2O at a distorted geometry.

```
13
Properties=species:S:1:pos:R:3
C 0.6181 -1.5288 -0.9266
C 0.8132 -0.0024 -0.8357
C -1.1099 -1.4315 0.6080
C -0.0574 1.9249 0.4337
N -0.2840 -1.9806 -0.1985
N -0.1782 0.5913 -0.1494
O 1.7682 0.5286 -1.3558
H 1.4576 -2.0990 -1.2299
H -2.1881 -1.4561 0.3800
H -0.5957 -1.3316 1.5155
H 0.6687 2.4638 -0.0786
H -1.0446 2.5210 0.3715
H 0.1322 1.8004 1.4658
```

Strongest force on any atom = 0.0657 hartree/bohr
Lowest unoccupied orbital energy (alpha / beta) = -0.21 / -0.21 eV
HOMO-LUMO gap (alpha / beta) = 8.17 / 8.17 eV
HOMO (alpha / beta) = -0.3080 / -0.3080 Eh
Spin multiplicity = 1
Total charge = 0



ORCA calculation (ωB97M-V/def2-TZVPD) on a cluster of 2 separate species, C4H6N2O in total at a distorted geometry.

```
13
Properties=species:S:1:pos:R:3
C -0.2838 1.7310 1.3830
C 0.7392 1.8020 0.3584
N 1.5181 1.8651 -0.4948
C -0.2285 -0.2717 -1.1210
C -0.2553 -1.5807 -0.7222
O -0.4213 -2.6821 -1.4542
N 0.0399 -1.4743 0.5418
H -0.3398 2.5499 2.0946
H -0.3295 0.8254 1.9853
H -1.2074 1.7361 0.8104
H 0.5324 0.0806 -1.8227
H -0.4724 -2.3817 -2.3771
H 0.7084 -2.1994 0.8186
```

Strongest force on any atom = 0.0238 hartree/bohr
Lowest unoccupied orbital energy = -0.46 eV
HOMO-LUMO gap = 8.52 eV
HOMO = -0.3300 Eh
Spin multiplicity = 1
Total charge = 0



ORCA calculation (ωB97M-V/def2-TZVPD) on the molecule C4H6N2O.

```
13
Properties=species:S:1:pos:R:3
N 1.3493 1.4512 0.7468
C 0.3619 0.5045 0.4364
C -0.7845 0.4332 1.3800
N -1.6956 -0.4416 1.2470
C 0.0757 -0.8135 -1.7761
O 0.1637 -2.1427 -2.0855
C 0.3578 -0.2806 -0.6203
H 1.5829 1.5268 1.7275
H 2.1774 1.3738 0.1718
H -0.7420 1.1528 2.2101
H -2.3810 -0.3584 1.9969
H -0.4012 -2.3078 -2.8502
H -0.1437 -0.1218 -2.5872
```

Strongest force on any atom = 0.0099 hartree/bohr
Lowest unoccupied orbital energy = 0.65 eV
HOMO-LUMO gap = 8.97 eV
HOMO = -0.3058 Eh
SMILES = [H]/N=C/C(N)=C=CO
Spin multiplicity = 1
Total charge = 0



ORCA calculation (ωB97M-V/def2-TZVPD) on the molecule C4H6N2O.

```
13
Properties=species:S:1:pos:R:3
C -2.0528 -0.0796 -0.0238
C -0.5607 0.0401 -0.0260
C 0.4136 -0.5361 -0.8148
C 1.6244 -0.1179 -0.2200
O 2.8609 -0.4815 -0.6215
N 1.4410 0.6672 0.8226
N 0.0946 0.7342 0.9337
H -2.4934 0.5559 0.7524
H -2.3484 -1.1134 0.1889
H -2.4866 0.2081 -0.9863
H 0.2888 -1.1670 -1.6837
H 3.4801 -0.1309 0.0350
H -0.3041 1.4002 1.5736
```

Strongest force on any atom = 0.0062 hartree/bohr
Lowest unoccupied orbital energy = 0.95 eV
HOMO-LUMO gap = 9.71 eV
HOMO = -0.3219 Eh
SMILES = Cc1cc(O)n[nH]1
Spin multiplicity = 1
Total charge = 0



ORCA calculation (ωB97M-V/def2-TZVPD) on the molecule C4H6N2O.

```
13
Properties=species:S:1:pos:R:3
C -2.0481 -0.0152 -0.0871
C -0.5567 0.0206 0.0088
C 0.4228 -0.2386 -0.9265
C 1.6305 -0.0685 -0.2147
O 2.8727 -0.2187 -0.7211
N 1.4383 0.2676 1.0450
N 0.0908 0.3156 1.1594
H -2.5045 0.8335 0.4338
H -2.4555 -0.9358 0.3458
H -2.3579 0.0270 -1.1339
H 0.2914 -0.5092 -1.9637
H 3.4872 -0.0419 0.0061
H -0.3110 0.5636 2.0482
```

Strongest force on any atom = 0.0062 hartree/bohr
Lowest unoccupied orbital energy = 0.95 eV
HOMO-LUMO gap = 9.68 eV
HOMO = -0.3211 Eh
SMILES = Cc1cc(O)n[nH]1
Spin multiplicity = 1
Total charge = 0



ORCA calculation (ωB97M-V/def2-TZVPD) on the molecule C4H6N2O at a distorted geometry.

```
13
Properties=species:S:1:pos:R:3
C -2.2954 0.2339 -0.0503
C -0.8409 -0.0439 -0.3180
N -0.4480 -0.7997 -1.3208
O 0.9295 -0.8931 -1.1776
C 1.3114 -0.2252 -0.0766
N 2.6207 -0.3310 0.3307
C 0.2399 0.3882 0.5018
H -2.9293 -0.2047 -0.8284
H -2.5798 -0.2018 0.9199
H -2.4817 1.3152 0.0045
H 2.9423 0.3683 0.9859
H 3.3063 -0.6404 -0.3423
H 0.2253 1.0342 1.3711
```

Strongest force on any atom = 0.0230 hartree/bohr
Lowest unoccupied orbital energy = 0.88 eV
HOMO-LUMO gap = 9.38 eV
HOMO = -0.3123 Eh
SMILES = Cc1cc(N)on1
Spin multiplicity = 1
Total charge = 0



ORCA calculation (ωB97M-V/def2-TZVPD) on the molecule C4H6N2O.

```
13
Properties=species:S:1:pos:R:3
C -0.6887 -0.8336 -1.3566
O -1.1667 1.8090 -0.5303
C -0.4162 1.1309 0.1262
C 0.3274 -0.0975 -0.4590
N 0.8623 -0.6594 0.8090
C 0.5761 0.2342 1.8037
N -0.1812 1.2409 1.5103
H -0.2489 -1.6270 -1.9673
H -1.1128 -0.1009 -2.0666
H -1.5656 -1.2237 -0.8268
H 1.1838 0.1932 -1.0870
H 1.6856 -1.2454 0.9045
H 0.9464 0.0852 2.8240
```

Strongest force on any atom = 0.0119 hartree/bohr
Lowest unoccupied orbital energy = 0.57 eV
HOMO-LUMO gap = 10.19 eV
HOMO = -0.3532 Eh
SMILES = C[C@@H]1NC=NC1=O
Spin multiplicity = 1
Total charge = 0



ORCA calculation (ωB97M-V/def2-TZVPD) on the molecule C4H6N2O.

```
13
Properties=species:S:1:pos:R:3
N -1.9778 0.3489 -0.5273
C -0.5797 0.3800 -0.0258
C -0.0569 -0.9335 0.0498
O -0.8225 -1.9918 -0.1034
N 1.2804 -0.9062 0.1504
C 1.6970 0.4348 0.0995
C 0.6135 1.2349 -0.0639
H -2.4021 1.2665 -0.4044
H -1.3079 0.4464 0.8585
H -1.6908 -1.5552 -0.3520
H 1.8770 -1.7163 0.2040
H 2.7428 0.6759 0.2282
H 0.6271 2.3157 -0.1136
```

Strongest force on any atom = 0.0057 hartree/bohr
Lowest unoccupied orbital energy (alpha / beta) = 0.71 / 0.71 eV
HOMO-LUMO gap (alpha / beta) = 7.65 / 7.65 eV
HOMO (alpha / beta) = -0.2549 / -0.2549 Eh
Spin multiplicity = 1
Total charge = 0



Respective calculated total energy values: -9268.2367 -9271.3458 -9272.8218 -9270.8259 -9269.3802 -9268.0895 -9270.3379 -9272.6487 -9272.6792 -9271.8339 -9272.8534 -9269.2587 eV.
Respective ΔE to the lowest compared entry with this formula, charge and spin values: 121.4 49.7 15.7 61.7 95.0 124.8 73.0 19.7 19.0 38.5 15.0 97.8 kcal/mol.